Entry 1:
Below is C22H26IN3O6PS2V as an isolated structure, with properties calculated with ωB97M-V with the def2-TZVPD basis set.

Summary:
* gap between HOMO and LUMO (alpha / beta): 6.8360 / 6.5769 eV
* HOMO (alpha / beta): -11.1 / -11.1 eV

The geometry in ORCA input format:
```
! RIJCOSX wB97M-V def2-TZVPD def2/J DEFGRID3
* xyz 1 2
V -0.384 0.525 0.391
O -1.287 4.481 -0.349
C -1.094 3.288 0.173
O -0.424 2.402 -0.359
C -1.732 2.945 1.444
C -2.474 3.715 2.342
C -2.982 3.090 3.470
C -2.774 1.723 3.665
C -2.028 1.044 2.714
N -1.514 1.648 1.657
C -1.674 -0.432 2.625
O -1.981 -1.259 3.439
O -1.018 -0.613 1.525
H -0.885 4.563 -1.232
H -2.638 4.762 2.145
H -3.546 3.657 4.195
H -3.179 1.193 4.513
C 3.151 1.759 3.420
C 2.759 0.457 3.167
C 1.771 0.194 2.229
C 1.155 1.238 1.549
C 1.570 2.535 1.791
C 2.570 2.798 2.717
H 3.906 1.964 4.161
H 3.214 -0.365 3.695
H 1.492 -0.838 2.043
H 1.141 3.380 1.263
H 2.886 3.815 2.889
I 4.985 3.981 -1.785
C 3.720 2.348 -1.496
C 4.085 1.045 -1.233
N 2.940 0.366 -1.062
N 1.863 1.140 -1.204
C 2.319 2.350 -1.477
H 5.050 0.585 -1.182
H 2.816 -0.614 -0.837
H 1.660 3.170 -1.687
C 0.986 -3.121 -3.552
C -0.137 -2.133 -3.843
C 0.379 -0.715 -4.018
O -1.155 -2.220 -2.818
P -1.171 -1.482 -1.422
S -1.752 0.456 -1.580
S 0.613 -1.568 -0.483
O -2.360 -2.116 -0.625
C -2.647 -3.485 -0.237
C -2.927 -4.319 -1.473
C -1.541 -4.076 0.619
H 1.723 -3.074 -4.347
H 0.602 -4.136 -3.512
H 1.466 -2.885 -2.605
H -0.669 -2.438 -4.752
H 0.849 -0.359 -3.100
H -0.433 -0.038 -4.277
H 1.117 -0.707 -4.818
H -3.562 -3.359 0.355
H -1.999 -4.559 -1.988
H -3.573 -3.764 -2.149
H -3.423 -5.243 -1.189
H -0.623 -4.185 0.041
H -1.858 -5.059 0.960
H -1.342 -3.457 1.493
*
```

---

Entry 2:
Below is C22H26N2O in the gas phase, with properties calculated with ωB97M-V with the def2-TZVPD basis set.

Summary:
* gap between HOMO and LUMO: 8.6048 eV
* HOMO: -8.1 eV
* relative energy (zero: lowest compared OMol25 entry of this formula, charge and spin): 1.215 eV
* SMILES string: CCc1cccc2c(C(=O)[C@H](N[C@@H](C)CC)c3ccccc3)c[nH]c12

The geometry in ORCA input format:
```
! RIJCOSX wB97M-V def2-TZVPD def2/J DEFGRID3
* xyz 0 1
C 3.983 -3.507 2.593
H 3.626 -3.621 3.614
H 3.984 -2.446 2.353
H 5.006 -3.876 2.541
C 3.082 -4.285 1.632
C 1.670 -3.771 1.684
C 0.684 -4.396 2.424
C -0.616 -3.893 2.502
C -0.985 -2.742 1.843
C -0.018 -2.087 1.084
C 1.292 -2.606 1.018
N 2.028 -1.767 0.219
C 1.244 -0.749 -0.212
C -0.031 -0.888 0.288
C -1.196 -0.039 0.076
O -2.313 -0.362 0.414
C -0.929 1.294 -0.648
N -1.996 2.235 -0.343
H -2.270 2.748 -1.172
C -1.789 3.139 0.771
C -1.619 2.347 2.065
H -1.661 3.014 2.923
H -0.664 1.824 2.081
H -2.413 1.611 2.146
C -0.627 4.142 0.594
C -0.745 4.965 -0.684
H -0.652 4.334 -1.566
H 0.040 5.717 -0.725
H -1.707 5.472 -0.722
H 0.327 3.610 0.598
H -0.627 4.811 1.457
H -2.719 3.718 0.843
C -0.910 1.004 -2.128
C -2.018 0.407 -2.720
C -2.033 0.158 -4.080
C -0.944 0.504 -4.864
C 0.157 1.107 -4.282
C 0.174 1.356 -2.921
H 1.033 1.843 -2.476
H 1.005 1.388 -4.890
H -0.956 0.309 -5.926
H -2.896 -0.309 -4.531
H -2.861 0.144 -2.100
H 0.057 1.672 -0.341
H 1.642 -0.003 -0.872
H 2.993 -1.903 -0.032
H -1.986 -2.348 1.897
H -1.344 -4.426 3.095
H 0.928 -5.304 2.957
H 3.473 -4.202 0.614
H 3.093 -5.341 1.907
*
```

---

Entry 3:
Below is C22H26N2O5 in the gas phase, with properties calculated with ωB97M-V with the def2-TZVPD basis set.

Summary:
* gap between HOMO and LUMO: 9.3210 eV
* HOMO: -8.8 eV
* relative energy (zero: lowest compared OMol25 entry of this formula, charge and spin): 1.205 eV
* SMILES string: CCOC(=O)c1ccc(CNC(=O)[C@H]2CCC(=O)N(CCc3ccccc3)C2)o1

The geometry in ORCA input format:
```
! RIJCOSX wB97M-V def2-TZVPD def2/J DEFGRID3
* xyz 0 1
C 3.252 2.809 1.501
C 2.721 1.530 2.134
H 1.645 1.591 2.307
H 3.241 1.335 3.078
O 2.901 0.407 1.270
C 4.082 -0.223 1.349
O 4.978 0.095 2.093
C 4.158 -1.359 0.432
C 5.179 -2.259 0.238
C 4.734 -3.146 -0.761
C 3.475 -2.732 -1.106
O 3.124 -1.653 -0.390
C 2.481 -3.262 -2.093
N 1.498 -2.256 -2.421
C 0.258 -2.285 -1.868
O -0.176 -3.253 -1.287
C -0.523 -0.990 -2.034
C -0.353 -0.195 -0.738
N -1.157 1.006 -0.730
C -2.290 1.192 -1.451
O -2.930 2.225 -1.381
C -2.708 0.099 -2.418
C -2.014 -1.240 -2.225
H -2.187 -1.883 -3.090
H -2.402 -1.755 -1.346
H -3.791 -0.002 -2.329
H -2.508 0.486 -3.422
C -0.823 1.984 0.283
H -1.335 2.908 0.008
H 0.259 2.148 0.273
C -1.283 1.548 1.686
C -2.763 1.287 1.675
C -3.660 2.343 1.770
C -5.021 2.121 1.679
C -5.505 0.838 1.487
C -4.620 -0.222 1.398
C -3.258 0.003 1.492
H -2.575 -0.833 1.427
H -4.989 -1.227 1.249
H -6.568 0.664 1.407
H -5.707 2.952 1.749
H -3.287 3.347 1.908
H -1.045 2.349 2.388
H -0.743 0.648 1.989
H 0.696 0.095 -0.597
H -0.628 -0.850 0.099
H -0.133 -0.414 -2.880
H 1.850 -1.384 -2.784
H 1.924 -4.101 -1.657
H 2.996 -3.610 -2.993
H 5.267 -3.979 -1.170
H 6.117 -2.265 0.753
H 3.043 3.651 2.154
H 4.327 2.733 1.357
H 2.778 2.983 0.537
*
```

---

Entry 4:
Below is C22H26N2ReTe as an isolated structure, with properties calculated with ωB97M-V with the def2-TZVPD basis set.

Summary:
* gap between HOMO and LUMO (alpha / beta): 7.1718 / 6.4767 eV
* HOMO (alpha / beta): -13.9 / -13.7 eV
* relative energy (zero: lowest compared OMol25 entry of this formula, charge and spin): 1.302 eV

The geometry in ORCA input format:
```
! RIJCOSX wB97M-V def2-TZVPD def2/J DEFGRID3
* xyz 2 4
Re 0.491 -0.699 0.138
C 4.828 -1.103 -0.060
C 5.184 -0.721 1.228
C 4.196 -0.612 2.193
C 2.869 -0.838 1.837
N 2.522 -1.147 0.559
C 3.492 -1.300 -0.350
C 1.730 -0.763 2.753
C 1.844 -0.770 4.140
C 0.702 -0.775 4.920
C -0.538 -0.785 4.291
C -0.591 -0.755 2.912
N 0.511 -0.729 2.147
H 5.570 -1.251 -0.827
H 6.213 -0.514 1.474
H 4.455 -0.336 3.201
H 3.185 -1.602 -1.345
H 2.819 -0.799 4.600
H 0.774 -0.787 5.997
H -1.452 -0.823 4.862
H -1.543 -0.763 2.390
C -0.126 -0.075 -2.645
C -1.373 0.421 -1.877
C -1.963 1.609 -2.633
C -1.024 0.711 -0.403
C -2.363 -0.726 -1.693
C -3.736 -0.506 -1.686
C -4.614 -1.531 -1.380
C -4.137 -2.802 -1.094
C -2.773 -3.036 -1.083
C -1.892 -2.005 -1.364
H 0.453 0.750 -3.050
H -0.452 -0.699 -3.476
H 0.566 -0.700 -2.024
H -1.184 2.334 -2.859
H -2.734 2.109 -2.052
H -2.384 1.274 -3.579
H -1.937 0.728 0.203
H -4.140 0.471 -1.893
H -5.673 -1.329 -1.345
H -4.824 -3.602 -0.872
H -2.389 -4.017 -0.850
H -0.827 -2.261 -1.386
C 1.565 2.578 -1.159
Te -0.063 2.551 0.226
C -1.067 4.246 -0.644
H 1.208 2.808 -2.158
H 2.067 1.613 -1.136
H 2.255 3.351 -0.835
H -0.642 5.144 -0.202
H -2.123 4.198 -0.386
H -0.936 4.261 -1.723
*
```

---

Entry 5:
Below is C22H26N5O13V as an isolated structure, with properties calculated with ωB97M-V with the def2-TZVPD basis set.

Summary:
* gap between HOMO and LUMO: 3.9842 eV
* HOMO: -7.7 eV
* relative energy (zero: lowest compared OMol25 entry of this formula, charge and spin): 7.365 eV

The geometry in ORCA input format:
```
! RIJCOSX wB97M-V def2-TZVPD def2/J DEFGRID3
* xyz 0 1
O -13.169 7.054 14.306
V -13.326 8.522 13.745
O -13.134 9.637 14.965
C -8.322 8.969 13.329
C -8.723 9.279 11.867
O -10.051 9.056 11.616
H -8.254 7.927 13.644
H -8.880 9.461 14.126
H -7.325 9.402 13.408
H -8.204 8.623 11.169
H -8.421 10.260 11.501
C -2.672 7.523 15.378
N -1.600 7.249 14.479
O -1.394 8.059 13.618
O -0.991 6.193 14.640
H -3.596 6.959 15.250
H -2.931 8.532 15.059
H -2.326 7.417 16.406
C -4.156 12.119 11.631
N -4.697 12.981 12.766
O -5.166 14.041 12.500
O -4.722 12.508 13.874
H -3.204 12.586 11.376
H -4.922 12.118 10.856
H -3.981 11.086 11.932
C -3.037 3.643 9.896
C -2.372 3.406 8.690
C -1.246 2.538 8.631
C -0.854 1.805 9.761
C -1.545 2.036 10.969
C -2.636 2.933 11.046
N 0.286 0.887 9.726
O 0.489 0.120 10.638
O 0.884 0.857 8.687
H -3.825 4.381 9.920
H -2.567 3.887 7.743
H -0.612 2.384 7.771
H -1.307 1.498 11.875
H -3.055 3.041 12.035
C -10.691 16.627 16.265
C -10.261 15.507 15.550
C -11.078 14.971 14.607
C -12.362 15.451 14.287
C -12.815 16.529 15.066
C -11.975 17.161 16.032
N -13.271 14.896 13.274
O -12.801 14.104 12.438
O -14.483 15.137 13.282
H -10.118 16.977 17.111
H -9.270 15.211 15.862
H -10.647 14.121 14.099
H -13.823 16.896 14.945
H -12.268 17.999 16.648
C -6.556 9.101 19.875
C -7.666 8.224 19.989
C -7.776 7.319 20.990
C -6.704 7.176 21.836
C -5.517 7.930 21.623
C -5.445 8.975 20.674
N -6.678 6.089 22.893
O -5.656 5.834 23.521
O -7.747 5.502 23.136
H -6.409 9.888 19.151
H -8.521 8.370 19.345
H -8.722 6.806 21.082
H -4.646 7.863 22.259
H -4.668 9.713 20.540
*
```

---

Entry 6:
Below is a 2-piece molecular cluster, C22H26NO2 overall, with properties calculated with ωB97M-V with the def2-TZVPD basis set.

Summary:
* gap between HOMO and LUMO: 5.1545 eV
* HOMO: -10.2 eV
* relative energy (zero: lowest compared OMol25 entry of this formula, charge and spin): 1.880 eV

The geometry in ORCA input format:
```
! RIJCOSX wB97M-V def2-TZVPD def2/J DEFGRID3
* xyz 1 1
C -0.566 2.387 0.293
N 0.844 2.511 0.171
C 1.347 3.397 -0.850
C 2.836 3.606 -0.513
C 3.043 3.018 0.899
C 1.667 2.481 1.354
H -0.816 1.554 0.961
H -1.085 3.295 0.669
H -0.987 2.160 -0.696
H 1.217 2.931 -1.840
H 0.806 4.362 -0.876
H 3.450 3.064 -1.236
H 3.090 4.667 -0.552
H 3.760 2.194 0.844
H 3.425 3.771 1.592
H 1.259 3.091 2.187
H 1.763 1.451 1.737
C -4.589 0.278 4.111
C -4.715 0.471 2.595
C -3.449 -0.134 2.067
C -2.711 -0.635 3.169
O -3.308 -0.421 4.372
C -1.494 -1.321 2.990
C -1.037 -1.525 1.710
C -1.665 -0.899 0.576
C -1.138 -0.890 -0.740
C 0.070 -1.484 -1.206
C 0.106 -2.023 -2.534
C 1.261 -2.589 -3.038
C 2.402 -2.684 -2.204
O 3.461 -3.313 -2.782
C 3.055 -3.693 -4.152
C 1.610 -3.218 -4.356
C 2.415 -2.151 -0.903
C 1.266 -1.561 -0.422
C -2.944 -0.280 0.792
H -4.555 1.237 4.646
H -5.394 -0.350 4.518
H -5.608 -0.041 2.216
H -4.801 1.536 2.343
H -0.993 -1.707 3.877
H -0.175 -2.171 1.546
H -1.805 -0.504 -1.507
H -0.796 -2.016 -3.150
H 3.754 -3.203 -4.845
H 3.144 -4.785 -4.241
H 0.952 -4.058 -4.610
H 1.567 -2.494 -5.180
H 3.321 -2.256 -0.313
H 1.269 -1.124 0.577
H -3.529 0.069 -0.063
*
```

---

Entry 7:
Below is C22H27BN5V as an isolated structure, with properties calculated with ωB97M-V with the def2-TZVPD basis set.

Summary:
* gap between HOMO and LUMO (alpha / beta): 7.5236 / 7.8955 eV
* HOMO (alpha / beta): -7.6 / -7.5 eV

The geometry in ORCA input format:
```
! RIJCOSX wB97M-V def2-TZVPD def2/J DEFGRID3
* xyz 0 3
V 0.684 0.164 0.100
B 0.880 2.072 3.053
N 0.793 0.514 3.050
C 0.804 -0.205 4.184
C 0.581 -1.533 3.869
C 0.428 -1.537 2.484
N 0.575 -0.296 2.016
N 0.814 2.692 1.615
C 0.839 4.017 1.431
C 0.858 4.282 0.072
C 0.834 3.025 -0.520
N 0.804 2.075 0.426
H -0.064 2.500 3.668
H 1.929 2.396 3.550
H 0.956 0.275 5.136
H 0.518 -2.365 4.548
H 0.211 -2.360 1.822
H 0.855 4.694 2.268
H 0.881 5.237 -0.422
H 0.840 2.789 -1.572
C 2.770 -0.098 0.675
C 2.602 -0.980 -0.432
C 2.403 -2.378 -0.281
C 2.097 -3.176 -1.362
C 1.972 -2.633 -2.645
C 2.159 -1.278 -2.825
C 2.455 -0.452 -1.739
H 3.295 0.835 0.482
H 3.056 -0.560 1.613
H 2.530 -2.817 0.700
H 1.969 -4.242 -1.220
H 1.735 -3.268 -3.487
H 2.082 -0.852 -3.818
H 2.697 0.594 -1.904
C -0.658 0.624 -2.697
N -1.288 -0.671 -2.847
C -2.626 -0.536 -3.399
C -1.239 -1.474 -1.612
C -1.970 -0.873 -0.424
C -3.307 -1.230 -0.226
C -4.059 -0.629 0.767
C -3.467 0.339 1.569
C -2.129 0.660 1.401
C -1.337 0.065 0.412
H -0.652 1.136 -3.660
H 0.387 0.479 -2.393
H -1.169 1.276 -1.971
H -2.554 -0.085 -4.391
H -3.291 0.084 -2.783
H -3.076 -1.523 -3.509
H -0.174 -1.637 -1.387
H -1.657 -2.453 -1.858
H -3.751 -1.997 -0.853
H -5.092 -0.917 0.918
H -4.042 0.834 2.342
H -1.690 1.395 2.068
*
```

---

Entry 8:
Below is C22H27BaBr2N5OS as an isolated structure, with properties calculated with ωB97M-V with the def2-TZVPD basis set.

Summary:
* gap between HOMO and LUMO: 7.4310 eV
* HOMO: -7.5 eV
* relative energy (zero: lowest compared OMol25 entry of this formula, charge and spin): 0.000 eV

The geometry in ORCA input format:
```
! RIJCOSX wB97M-V def2-TZVPD def2/J DEFGRID3
* xyz 0 1
Ba 0.446 0.382 -0.909
N -1.691 -1.472 -0.253
C -1.954 -2.403 -1.360
C -0.669 -3.118 -1.746
N 0.378 -2.207 -2.220
C 0.508 -2.114 -3.678
C -0.393 -1.047 -4.278
N 0.019 0.291 -3.820
H -2.515 -0.915 -0.052
H -1.466 -1.986 0.593
H -2.718 -3.148 -1.115
H -2.335 -1.820 -2.199
H -0.284 -3.639 -0.865
H -0.893 -3.886 -2.496
H 1.267 -2.478 -1.812
H 1.547 -1.858 -3.902
H 0.303 -3.080 -4.158
H -0.381 -1.135 -5.368
H -1.425 -1.208 -3.966
H 0.695 0.681 -4.467
H -0.767 0.936 -3.781
Br -3.777 3.039 -3.147
C -3.037 3.595 -1.490
C -3.637 4.687 -0.839
C -3.131 5.134 0.347
Br -3.957 6.608 1.193
C -1.997 4.509 0.924
C -1.390 4.932 2.133
C -0.290 4.291 2.606
C 0.218 3.196 1.873
N -0.313 2.766 0.759
C -1.417 3.406 0.261
C -1.940 2.910 -0.985
O -1.377 1.924 -1.594
H -4.494 5.173 -1.282
H -1.810 5.774 2.666
H 0.188 4.608 3.522
H 1.089 2.654 2.231
N 5.298 -5.762 1.868
C 4.742 -4.821 1.509
C 4.043 -3.638 1.055
C 2.666 -3.545 1.214
C 2.024 -2.396 0.760
C 2.660 -1.295 0.151
C 4.056 -1.472 0.022
C 4.746 -2.595 0.454
H 2.125 -4.358 1.683
H 0.939 -2.362 0.906
H 4.655 -0.688 -0.439
H 5.819 -2.683 0.334
C 1.258 -0.284 3.707
S -0.197 -0.357 2.651
C -1.342 0.626 3.632
H 1.516 0.753 3.926
H 2.069 -0.751 3.150
H 1.091 -0.827 4.636
H -1.500 0.172 4.609
H -2.291 0.658 3.098
H -0.972 1.646 3.749
*
```